Entry 1:
45
Properties=species:S:1:pos:R:3:forces:R:3:lowdin_charge:R:1 method="wB97M-V/def2-TZVPD" lumo_energy_ha=-0.0116 total_energy_ha=-1146.435075 orbital_gap_ha=0.3509 de_lowest_kcal_mol=128.6
H 0.048602 -1.218037 -0.061131 0.094 1.445 0.329 0.04
H -0.099904 0.366795 0.317615 -0.059 -3.901 0.509 0.07
H -2.661650 -2.822548 1.790705 0.174 0.484 0.267 0.03
H -3.047939 -3.070715 3.242894 1.093 1.419 -0.938 0.07
H 1.003318 -3.165358 1.884416 1.107 0.329 2.763 0.10
H 1.051417 -3.410301 3.444260 -1.645 -1.177 1.793 0.00
H 2.167456 -1.218954 1.945328 0.116 0.233 0.241 0.00
H 3.124976 -1.003263 3.086660 0.150 -0.178 0.394 0.04
H -0.488619 1.490489 1.389391 0.359 0.283 0.781 -0.01
H -1.035633 2.883482 1.980772 0.146 -1.877 -1.287 0.09
H 0.769829 1.994941 3.818687 0.171 -0.019 0.244 0.01
H 1.467017 0.751653 3.252787 0.589 0.795 1.012 0.02
H -3.253333 3.105612 1.126954 2.472 0.315 1.809 -0.04
H -3.504230 2.595982 -0.283763 0.350 0.040 0.151 0.02
H -1.484849 -0.773210 -1.197847 -0.333 -0.092 0.514 0.01
H -0.819788 0.655669 -1.092634 -0.351 -1.808 -1.188 0.08
H 2.737667 1.975566 -2.095256 -2.130 1.948 -0.234 0.10
H 1.920066 2.760491 -3.119429 -0.309 0.236 -2.099 0.00
H 3.053222 -1.228523 -0.716867 2.794 -2.736 0.669 -0.03
H 2.890815 0.294134 -0.388200 -0.538 -2.041 -0.456 0.08
H -1.104631 1.814449 -3.373342 -0.101 -0.962 -0.100 0.05
H -0.652515 1.134022 -4.587463 0.849 0.148 -2.115 0.00
H -0.660267 -2.888862 -2.937336 0.294 -0.210 0.746 0.00
H 0.345655 -1.917283 -3.754878 -2.530 -1.354 0.531 0.09
H 2.470786 -4.502196 -0.444268 -0.071 0.898 -0.686 0.06
H 1.933088 -3.254521 -1.227003 -2.055 1.064 -0.163 -0.02
H -4.202705 -0.500799 -0.790806 -0.109 -0.054 0.175 0.05
H -2.935400 -0.095804 -1.500845 0.271 0.849 -0.566 0.00
H 0.618667 5.206272 0.044445 -0.768 4.030 -1.124 -0.03
H 1.402768 4.009807 -0.372229 -0.230 0.013 0.089 0.02
O -0.343118 -0.604601 0.590264 1.241 1.579 2.424 -0.12
O -2.513277 -2.432304 2.670836 -1.265 -1.920 0.675 -0.09
O 1.513436 -3.001755 2.765077 0.358 0.629 -4.568 -0.05
O 2.763914 -0.556878 2.324978 -0.253 0.244 -0.721 -0.07
O -1.259635 2.049244 1.457532 -0.431 1.861 0.882 -0.06
O 1.559061 1.454862 3.955688 -0.664 -0.741 -1.158 -0.09
O -3.906726 2.918172 0.522460 -2.989 -0.402 -2.056 -0.02
O -0.783491 -0.234473 -1.548274 0.117 2.187 -2.093 -0.12
O 2.004056 2.697984 -2.198483 2.390 -2.173 2.416 -0.06
O 2.494753 -0.526700 -0.810526 -2.138 4.608 -0.109 -0.03
O -1.073482 0.923094 -3.788508 -0.783 1.215 1.533 -0.05
O -0.561490 -2.397878 -3.739721 2.175 1.490 -1.328 -0.08
O 2.668488 -3.795421 -1.095423 2.099 -1.852 0.833 -0.03
O -3.476998 -0.848518 -1.314512 -0.628 -0.736 0.246 -0.03
O 0.782775 4.359048 0.285910 0.972 -4.109 0.965 -0.01



Entry 2:
45
Properties=species:S:1:pos:R:3:forces:R:3:lowdin_charge:R:1 method="wB97M-V/def2-TZVPD" lumo_energy_ha=-0.0263 total_energy_ha=-1146.573740 orbital_gap_ha=0.3625 de_lowest_kcal_mol=41.6
O -0.965519 -0.254210 3.350360 0.821 -0.195 -1.127 -0.10
H -1.659787 -0.719425 3.801278 -0.457 -0.227 0.387 0.01
H -0.654419 -0.918895 2.657593 -0.592 1.007 1.259 -0.02
O -1.834624 -1.344125 -0.451023 2.539 0.996 2.370 0.00
H -2.565599 -1.133031 0.120993 -1.002 0.123 -0.353 0.06
H -2.072503 -1.734053 -1.241934 -1.556 -1.222 -2.155 0.03
O -0.048586 2.730044 1.928459 0.227 0.394 0.346 -0.07
H -0.053231 1.926264 1.380353 0.262 -0.242 0.784 -0.01
H 0.530962 2.574928 2.706292 -0.702 -0.134 -0.850 0.08
O 0.100640 -4.142783 -0.184755 -1.521 0.545 -0.529 -0.06
H 0.309254 -3.244007 -0.517495 0.167 -0.600 0.243 -0.02
H 0.939586 -4.513733 0.010300 1.301 -0.488 0.378 0.02
O 0.227233 0.628260 0.206818 -0.776 -0.195 -0.391 -0.07
H -0.649987 0.804387 -0.197200 0.423 -0.352 0.422 0.05
H 0.303687 -0.343836 0.243266 -0.152 0.527 0.285 0.04
O 2.465905 -2.720883 1.276242 -1.185 -2.780 1.254 -0.03
H 2.752711 -1.934829 0.917858 2.032 2.959 -1.413 -0.05
H 1.560206 -2.447585 1.432224 -0.531 -0.432 0.193 -0.02
O -0.357956 -2.229492 1.800800 0.851 -0.515 1.049 -0.05
H -0.132152 -3.050980 2.281083 -0.293 0.495 -0.470 0.11
H -0.886323 -2.478348 1.053647 -0.467 -0.439 -0.865 0.02
O -4.198379 0.129827 -0.706201 1.156 -0.351 -0.867 -0.05
H -4.778420 0.415638 -0.035007 -1.491 0.310 1.192 0.02
H -3.525117 0.823180 -0.635714 0.183 0.103 -0.146 0.00
O -0.164888 0.074932 -2.774666 -0.114 -0.126 0.521 -0.01
H 0.408923 0.233513 -3.502379 1.684 0.148 -0.871 0.07
H -0.963808 0.196524 -3.252401 -2.031 -0.109 -0.261 0.08
O -2.451368 2.315646 -0.126124 -0.377 -0.436 0.424 -0.02
H -2.075664 2.862378 0.556515 -0.198 0.205 1.414 0.05
H -1.836109 2.570867 -0.792519 0.771 0.298 -1.854 -0.01
O 2.312357 0.926985 -1.528936 0.595 1.844 0.614 -0.04
H 1.586265 1.217540 -0.937944 0.247 -0.433 -0.401 0.00
H 1.994534 0.201895 -2.023972 -0.547 -1.203 -0.414 -0.01
O -0.400841 2.755857 -2.037979 -1.643 -0.733 -0.183 -0.02
H 0.444394 3.143848 -1.941202 1.363 0.560 0.103 0.03
H -0.266494 1.816083 -2.255849 0.330 0.392 0.134 0.00
O 3.044833 0.045858 1.057682 0.227 -0.584 1.020 -0.05
H 2.499835 0.250155 0.292196 -0.020 0.266 0.194 -0.02
H 2.521662 -0.019594 1.882758 0.188 0.307 -0.992 0.07
O 2.283860 3.243542 0.474979 1.376 0.568 -3.200 -0.05
H 1.384453 3.165671 0.721732 -1.776 0.004 1.002 -0.05
H 2.216647 3.418960 -0.521200 0.597 -0.319 2.192 0.07
O 1.032312 -1.811219 -1.134515 -1.520 1.426 1.146 -0.03
H 0.261334 -1.271795 -1.425161 0.627 -0.413 0.113 0.03
H 1.360179 -2.159961 -1.929249 0.985 -0.946 -1.699 0.06



Entry 3:
45
Properties=species:S:1:pos:R:3:forces:R:3:lowdin_charge:R:1 method="wB97M-V/def2-TZVPD" lumo_energy_ha=-0.0053 total_energy_ha=-1146.502354 orbital_gap_ha=0.3692 de_lowest_kcal_mol=86.4
O 3.102392 -1.977314 -1.286869 2.503 -1.705 0.069 -0.10
H 3.653045 -2.759380 -1.556534 -1.252 0.733 -0.668 0.06
H 3.653234 -1.823507 -0.479762 -1.338 0.767 -0.410 0.02
O 3.122683 -1.055678 1.015424 0.930 0.008 0.820 -0.03
H 3.125859 -1.585561 1.817004 -0.266 0.256 -0.003 0.05
H 2.352829 -0.494044 0.990585 -0.599 0.090 0.083 0.05
O -1.161431 3.613458 1.723752 -1.100 1.459 -0.511 -0.07
H -1.449184 4.562066 1.569663 0.745 -1.754 0.322 0.08
H -0.329134 3.650412 2.189342 0.297 0.189 0.160 0.02
O -2.238484 0.597071 1.708283 -0.091 -1.142 -0.134 -0.04
H -2.164651 1.215236 2.424473 0.157 0.830 0.224 0.02
H -2.430112 1.018066 0.880460 -0.726 0.856 -0.155 0.01
O -3.919483 -0.237249 -0.785245 0.198 0.341 -0.628 -0.05
H -4.129408 -0.529710 0.098774 -0.226 -0.044 0.407 0.03
H -4.705292 0.190365 -1.152345 0.162 -0.208 0.304 0.05
O -0.171025 -1.920101 -2.613453 -0.035 1.416 0.929 -0.06
H -0.412702 -2.774910 -2.266950 -0.114 -0.483 0.155 0.03
H -0.184104 -1.351210 -1.799807 0.077 -0.988 -0.890 0.02
O -1.835410 -3.920350 0.967149 -0.106 -0.754 0.485 -0.07
H -2.624443 -4.253988 1.433733 0.791 0.109 -0.129 0.07
H -1.046910 -4.063285 1.536726 -0.963 0.122 -0.373 0.07
O -0.139143 0.590817 -0.430611 0.318 -0.442 0.338 -0.04
H -0.845760 1.034528 0.063871 0.350 0.248 -0.534 0.04
H -0.284424 0.648330 -1.379200 -0.610 0.377 0.494 0.03
O -0.858285 -1.566177 1.077080 2.003 -0.790 1.337 -0.06
H -0.862210 -0.731477 0.647482 -0.291 0.587 -0.579 -0.05
H -1.557231 -2.145733 0.832930 -0.954 -0.443 -0.510 -0.03
O 1.745312 4.454222 -0.416108 0.188 0.666 0.140 -0.07
H 1.438502 3.683634 -0.914525 0.009 -0.212 0.444 -0.02
H 1.823605 4.271508 0.527641 -0.148 -0.397 -0.512 0.02
O 0.752051 2.525738 -2.192463 -3.013 0.078 -2.339 -0.08
H -0.052843 2.834804 -2.752808 1.930 0.295 1.349 0.11
H 0.616207 1.610211 -2.489233 1.254 0.186 0.251 -0.01
O 2.394499 0.190230 -3.355265 1.340 -0.630 0.910 -0.07
H 1.999597 0.030794 -2.496164 -0.935 -0.004 0.262 -0.01
H 3.230936 -0.241882 -3.046571 -0.412 0.397 -1.148 0.05
O -0.963689 1.568089 -4.782181 -1.576 -0.063 0.750 -0.05
H -1.574844 0.896866 -4.389156 1.096 0.615 -0.608 0.07
H -0.079311 1.223004 -4.778548 0.616 -0.659 -0.032 0.02
O 1.061017 -2.748413 3.805719 1.686 0.291 0.668 -0.05
H 1.139232 -2.269950 2.991451 -1.074 0.413 -1.367 -0.01
H 1.993411 -2.586272 4.074745 -0.838 -0.639 0.623 0.05
O -0.727029 0.455436 4.183538 3.257 1.596 1.460 -0.08
H -0.671238 -0.485223 4.221614 -0.419 -1.438 -0.314 0.00
H 0.213369 0.656529 4.582361 -2.824 -0.133 -1.143 0.10



Entry 4:
45
Properties=species:S:1:pos:R:3:forces:R:3:lowdin_charge:R:1 method="wB97M-V/def2-TZVPD" lumo_energy_ha=-0.0092 total_energy_ha=-1146.405742 orbital_gap_ha=0.3683 de_lowest_kcal_mol=147.0
O 1.303602 3.788533 0.467377 0.844 2.188 -1.096 -0.07
H 0.803914 4.614215 0.614312 -0.517 -0.743 0.019 0.08
H 2.189148 4.206890 0.448031 -0.195 -0.587 -0.479 0.08
O 2.972323 -0.914406 2.908250 0.112 0.025 -0.142 -0.05
H 3.513852 -0.159097 3.168451 -0.118 -0.286 0.567 0.05
H 3.101727 -1.631215 3.543926 0.203 0.379 -0.109 0.06
O 1.562190 2.541495 2.534913 -1.089 -3.825 3.867 -0.07
H 0.591677 2.349742 2.436780 1.585 1.393 -0.301 0.03
H 1.945415 3.091732 1.917679 -0.152 1.453 -1.918 -0.06
O -2.250986 0.370860 1.568281 4.676 1.261 -0.918 0.00
H -3.109396 0.183434 1.696441 -4.662 -1.257 0.900 -0.03
H -1.700667 -0.346257 1.909642 -0.095 0.212 -0.193 0.02
O -0.996665 3.294312 2.001757 -2.735 2.816 4.067 -0.08
H -1.092331 2.653267 1.354007 -1.030 -2.140 -1.924 -0.03
H -1.907931 3.396892 2.549894 3.294 -0.787 -2.302 0.15
O 0.466445 -0.422877 1.428852 0.056 -1.191 -0.765 -0.08
H 0.892408 0.345025 1.797604 0.165 0.606 0.598 -0.01
H 1.245277 -0.774358 0.924725 -0.955 0.236 0.459 0.04
O -3.569738 -2.532457 -1.387167 -0.918 4.973 -0.603 -0.15
H -3.906578 -1.561754 -1.038750 1.076 -3.822 -0.884 0.10
H -3.373323 -2.182216 -2.316905 -0.035 -1.117 1.524 0.05
O 0.488745 -4.047455 0.337080 0.162 -0.547 1.680 -0.18
H 0.082338 -3.856742 1.327263 0.964 -1.085 -3.355 0.06
H -0.054250 -4.764048 -0.039502 0.401 0.181 0.635 0.04
O 2.735165 0.214588 0.281325 3.677 -4.739 5.005 -0.10
H 3.401178 0.116303 1.162624 -3.021 0.456 -3.801 0.17
H 2.557552 1.086110 0.123683 -0.223 3.672 -0.081 -0.04
O 0.677524 -3.580046 -2.289896 3.993 -0.017 -0.835 -0.07
H 0.019011 -3.767565 -1.683395 -2.274 -0.187 1.655 -0.06
H 1.481578 -3.737998 -1.696730 -1.559 0.419 -1.341 0.07
O -1.426591 2.606631 -4.269334 0.790 -1.768 0.373 -0.08
H -1.798629 1.785588 -3.852932 0.508 0.980 -0.769 0.02
H -0.531049 2.276953 -4.541079 -1.127 0.631 0.249 0.06
O -1.181970 -3.201273 1.683638 0.214 2.996 3.988 -0.05
H -1.288708 -2.981205 0.781422 -0.433 0.287 -1.853 0.03
H -0.695732 -2.354636 2.025653 -1.233 -1.899 -0.681 0.10
O -3.120557 0.555468 -2.360939 -2.128 -3.776 -1.574 0.03
H -2.938050 1.403863 -2.552177 0.524 4.833 -1.597 -0.04
H -2.884269 0.562920 -1.483171 0.920 -0.671 3.422 -0.01
O 2.844396 1.121315 -1.932758 -3.205 1.416 0.573 -0.13
H 2.049248 1.714145 -1.584752 2.429 -1.636 -1.474 0.09
H 2.613512 0.253338 -1.516012 0.624 0.855 -0.676 0.03
O -0.808342 -0.780430 -2.359308 -0.583 -0.467 0.002 -0.03
H -0.056319 -0.302148 -2.675113 0.863 0.272 -0.181 0.02
H -0.846144 -0.635435 -1.413690 0.209 0.004 0.268 0.02



Entry 5:
45
Properties=species:S:1:pos:R:3:forces:R:3:lowdin_charge:R:1 method="wB97M-V/def2-TZVPD" lumo_energy_ha=-0.0137 total_energy_ha=-1146.426615 orbital_gap_ha=0.3429 de_lowest_kcal_mol=133.9
H 0.710771 -0.411302 -0.411743 -0.239 0.678 0.481 -0.04
H -0.225688 -0.226246 -1.594468 -0.185 0.331 -0.162 0.00
H -1.981960 -1.054360 -2.165226 -0.213 0.146 0.001 0.03
H -1.894558 -1.405354 -3.641439 -0.023 0.150 -0.044 0.06
H -0.355331 3.161284 0.775981 -0.200 0.275 0.143 0.03
H -0.749758 4.400315 1.562918 -0.226 0.031 0.006 0.06
H -2.134144 2.110674 0.286649 -0.051 -0.010 0.115 0.03
H -3.150584 1.164943 -0.331805 -0.008 0.044 0.041 0.05
H -4.149323 1.767247 -3.400547 0.081 -0.025 -0.029 0.04
H -3.609263 1.427947 -4.780132 0.008 -0.008 0.100 0.04
H 6.058052 -1.557322 -0.651593 -0.051 -0.030 0.104 0.04
H 4.651707 -1.426898 -1.213042 0.124 0.170 0.237 0.01
H 0.839950 -2.028500 -0.229005 0.183 -0.298 0.166 0.07
H 1.747470 -2.208601 0.976820 0.296 0.289 -0.064 0.09
H 2.627357 -1.350343 -1.431970 0.187 -0.024 0.021 0.06
H 2.101595 0.074388 -1.493285 0.026 0.162 -0.047 0.07
H -2.741201 -0.211945 1.568869 0.013 0.058 0.325 -0.04
H -3.275037 0.943193 2.399963 0.004 -0.332 -0.064 0.02
H -1.005923 -1.991598 1.259726 0.571 0.486 -0.041 -0.02
H -2.102358 -2.196133 0.227236 -0.278 0.117 0.068 0.06
H -0.725841 1.958470 -3.495919 -0.201 -0.094 0.113 0.02
H -0.198814 3.187835 -2.774152 -0.087 -0.009 -0.046 0.03
H 0.485285 -2.334234 3.062438 0.101 0.109 0.182 0.06
H -1.005133 -2.048763 2.977567 -0.228 0.410 0.628 0.07
H 0.727448 1.567481 2.308362 -0.012 -0.003 0.010 0.06
H 1.142823 2.336653 1.065028 0.298 -0.291 0.335 0.02
H 3.626831 2.059612 0.872956 0.033 -0.047 0.227 0.01
H 4.335590 2.346231 2.186559 -0.110 0.000 -0.131 0.03
H 0.422371 -3.951537 1.698934 -0.062 0.001 -0.072 -0.01
H -0.203430 -5.021505 2.578470 0.069 -0.078 -0.017 0.05
O 0.210335 0.261667 -0.886786 -1.586 1.124 -0.566 -0.08
O -1.647459 -0.723621 -3.006481 0.367 -0.406 0.197 -0.05
O -0.601790 3.452958 1.660952 -2.043 1.318 -0.739 -0.06
O -2.904123 1.573808 0.505499 0.084 0.615 -0.938 -0.05
O -3.759810 1.046284 -3.907975 -0.225 0.138 -0.134 -0.06
O 5.135845 -1.743359 -0.442035 0.077 -0.122 -0.246 -0.06
O 1.040230 -1.650301 0.634617 -0.651 -2.169 0.611 -0.09
O 2.320274 -0.628849 -0.871491 3.042 0.149 -1.947 -0.08
O -3.183528 -0.016291 2.402569 -0.381 -0.127 1.004 -0.11
O -1.772994 -1.557520 0.869640 -0.807 -0.844 -1.589 -0.06
O -1.000508 2.820259 -3.162952 0.188 0.068 0.012 -0.06
O -0.153909 -1.752039 2.636445 -0.135 -0.613 1.711 -0.06
O 1.251695 2.324122 2.022619 2.266 -1.487 0.059 -0.07
O 4.484180 2.310470 1.234912 0.058 0.025 -0.052 -0.07
O 0.612657 -4.799222 2.116320 -0.071 0.123 0.030 -0.05